Record 1
C6H16ClNSi in the gas phase in a non-equilibrium geometry, computed with the ωB97M-V functional and the def2-TZVPD basis.

```
25
Properties=species:S:1:pos:R:3:forces:R:3
Cl 1.888 -1.376 1.190 0.284 -0.273 0.177
Si 0.568 -0.089 0.286 0.080 0.937 -0.509
N 1.326 0.601 -1.135 0.171 -1.417 1.844
C 2.727 1.081 -1.183 -1.329 2.344 -3.882
C 0.187 1.262 1.547 -0.136 1.148 -2.718
C -1.962 -1.723 0.779 0.313 0.231 2.945
C -0.724 -2.173 -1.326 2.214 0.354 -0.804
C -0.949 -1.115 -0.195 -2.800 -0.462 -3.170
C -0.758 2.365 1.043 3.915 -1.494 -3.257
H -2.126 -0.956 1.614 -0.454 -0.831 -1.170
H -0.268 2.847 0.152 -0.643 0.111 1.025
H -1.125 2.982 1.738 -0.622 2.783 2.822
H -1.444 -2.504 1.383 -0.531 -0.064 -0.582
H 3.284 0.700 -2.189 -1.466 1.426 2.042
H -0.423 -1.826 -2.371 -0.179 0.165 1.538
H 0.978 1.807 1.958 1.949 0.153 0.589
H 0.654 0.752 -1.868 0.710 0.381 -0.589
H -1.664 -0.576 -0.839 0.419 1.592 0.565
H 2.686 2.253 -1.025 0.561 -2.118 -0.950
H -1.476 -2.896 -1.533 -1.363 -0.142 0.380
H -1.579 1.900 0.700 -3.192 -1.625 -1.694
H -0.298 0.821 2.307 -1.587 -1.847 3.106
H 3.395 0.763 -0.462 0.580 -1.273 2.058
H -2.971 -2.134 0.387 1.904 0.905 0.319
H 0.073 -2.766 -0.957 1.203 -0.986 -0.085
```
Forces are in eV/Å.

Properties
Highest occupied orbital energy   -9.04 eV
LUMO level   0.8 eV
SMILES   CC[Si@](Cl)(NC)C(C)C

---

Record 2
A 2-piece molecular cluster, C6H16N overall in a non-equilibrium geometry, computed with the ωB97M-V functional and the def2-TZVPD basis.

```
23
Properties=species:S:1:pos:R:3:forces:R:3
N -1.807 3.079 2.534 -0.391 0.353 0.312
C 0.987 0.993 -2.535 -0.262 -0.357 0.005
C -0.740 -2.282 1.110 -0.947 -0.241 -0.146
C 0.410 -2.087 0.143 -0.067 -0.460 -0.472
C 0.140 -0.884 -0.817 -1.629 -0.493 1.858
C 1.270 0.094 -1.353 1.527 0.809 -1.053
C 1.119 0.437 0.000 0.913 0.711 -1.142
H -0.957 -1.420 1.748 0.346 -0.163 0.082
H 0.888 0.376 -3.423 -0.067 -0.071 -0.154
H -1.561 4.067 2.550 0.224 -0.031 -0.179
H 0.095 1.594 -2.440 -0.221 0.265 0.157
H -0.648 -3.198 1.691 0.412 0.229 0.270
H -1.964 2.889 3.523 0.188 -0.251 -0.034
H -2.756 3.094 2.165 0.044 -0.142 -0.182
H 1.377 -2.053 0.631 0.085 0.349 0.195
H -1.671 -2.474 0.560 0.158 0.237 -0.154
H -0.252 -1.350 -1.717 0.644 0.281 -0.835
H 0.473 1.229 0.348 -0.329 -0.048 -0.039
H -0.808 -0.355 -0.588 0.357 -0.061 0.408
H 2.151 -0.501 -1.600 -0.092 -0.170 0.474
H 1.859 1.631 -2.697 -0.156 0.020 0.175
H 1.911 0.089 0.653 -0.698 -0.627 0.486
H 0.485 -2.969 -0.488 -0.041 -0.137 -0.031
```
Forces are in eV/Å.

Properties
Highest occupied orbital energy   -13.30 eV
LUMO level   -5.2 eV
Charge   +1

---

Record 3
A 2-piece molecular cluster, C6H16N overall, computed with the ωB97M-V functional and the def2-TZVPD basis.

```
23
Properties=species:S:1:pos:R:3:forces:R:3
N -0.383 1.381 -1.059 0.411 -0.379 0.049
C -1.478 1.525 -0.060 0.019 0.046 0.284
C -1.140 2.431 1.075 0.284 -0.022 -0.210
C 0.855 -1.456 -0.047 0.202 0.508 -0.043
C 2.248 -0.850 -0.239 -0.240 0.191 -0.387
C 0.898 -2.882 0.471 -0.112 -0.066 -0.057
C -2.572 0.827 -0.252 -0.469 -0.068 0.081
H -3.393 0.883 0.452 0.132 0.072 0.029
H 0.153 0.513 -0.899 -0.133 0.032 0.122
H 2.823 -1.420 -0.965 0.122 -0.189 0.111
H 0.298 -0.828 0.658 -0.105 -0.080 0.182
H -0.331 2.029 1.690 -0.015 -0.056 -0.038
H -0.814 3.406 0.703 -0.085 0.063 0.066
H -0.736 1.330 -2.015 -0.028 0.188 -0.046
H 2.787 -0.796 0.702 0.108 -0.056 0.039
H 0.293 2.141 -0.973 -0.091 0.169 -0.198
H 1.366 -2.908 1.457 0.031 -0.064 -0.084
H 1.455 -3.531 -0.207 0.088 0.069 0.058
H -2.733 0.180 -1.097 0.099 -0.104 -0.238
H -0.101 -3.302 0.559 -0.093 -0.011 0.076
H 0.300 -1.404 -0.995 0.006 -0.281 -0.089
H -2.009 2.564 1.703 -0.135 0.066 0.111
H 2.215 0.166 -0.661 0.006 -0.028 0.183
```
Forces are in eV/Å.

Properties
Highest occupied orbital energy   -14.92 eV
LUMO level   -3.4 eV
Charge   +1

---

Record 4
A 2-piece molecular cluster, C6H16N2 overall, computed with the ωB97M-V functional and the def2-TZVPD basis.

```
24
Properties=species:S:1:pos:R:3:forces:R:3
N -0.901 -2.585 -0.238 0.025 -0.234 -0.118
N -2.918 0.549 -0.322 -0.166 0.314 -0.151
C 1.283 1.186 1.575 -0.066 -0.179 -0.173
C 0.621 1.420 -0.832 0.108 -0.137 0.008
C -2.178 -0.580 -0.707 0.113 -0.260 0.348
C 1.078 0.451 0.254 0.217 0.130 0.036
C -1.669 -1.473 0.139 -0.371 0.046 -0.268
C 2.350 -0.279 -0.167 -0.254 0.071 0.107
H 0.497 0.893 -1.784 -0.007 0.118 0.024
H -1.970 -0.635 -1.764 0.103 -0.056 -0.215
H -3.679 0.763 -0.956 0.061 -0.057 0.211
H -0.148 -2.791 0.402 0.066 0.038 -0.088
H 1.363 2.217 -0.970 -0.126 -0.112 -0.020
H -1.884 -1.422 1.199 -0.045 0.085 0.095
H 0.367 1.693 1.870 -0.081 0.103 0.098
H 2.072 1.931 1.480 0.096 0.112 0.021
H 2.670 -0.977 0.604 0.087 -0.082 0.048
H 1.562 0.491 2.364 0.047 -0.022 0.128
H -0.561 -2.511 -1.187 0.118 -0.099 0.077
H -0.336 1.866 -0.563 -0.046 0.080 -0.058
H 2.187 -0.835 -1.088 0.042 -0.077 -0.111
H 3.157 0.433 -0.339 0.136 0.060 -0.033
H -3.247 0.484 0.628 -0.168 0.081 0.070
H 0.286 -0.285 0.402 0.112 0.077 -0.039
```
Forces are in eV/Å.

Properties
Highest occupied orbital energy   -7.30 eV
LUMO level   1.0 eV
SMILES   N/C=C/N.CC(C)C

---

Record 5
A 3-piece molecular cluster, C6H16N2 overall in a non-equilibrium geometry, computed with the ωB97M-V functional and the def2-TZVPD basis.

```
24
Properties=species:S:1:pos:R:3:forces:R:3
N 0.719 1.084 0.046 -0.689 0.618 2.100
N -1.472 -0.653 0.105 0.056 0.244 1.244
C 2.575 0.193 -1.037 0.596 1.389 -3.350
C -0.558 -0.953 0.944 2.646 -2.948 -1.238
C -0.257 2.153 0.179 -0.743 0.617 -3.097
C 0.577 0.076 1.180 2.177 4.172 0.933
C 2.024 1.533 -0.465 -0.056 -1.560 -2.511
C -3.395 -2.912 -0.649 2.629 1.842 -1.919
H 1.674 -0.376 -1.397 1.282 0.365 0.284
H 1.675 -0.177 1.528 -2.614 -0.884 -1.088
H 1.815 2.152 -1.406 -0.184 -0.679 1.338
H 3.186 -0.395 -0.428 0.527 -0.990 1.594
H 3.316 0.372 -1.934 -1.555 -0.103 1.383
H -3.749 -3.069 0.289 -0.824 -0.462 2.912
H 0.182 0.633 2.096 0.311 -0.297 -0.935
H -0.701 -1.562 1.898 -0.223 0.674 -1.414
H -3.704 -3.684 -1.274 -0.336 -1.504 -1.096
H -0.634 2.509 -0.864 0.653 -0.928 1.153
H -1.165 1.779 0.622 -0.174 0.214 0.670
H 0.770 -2.215 0.062 -1.366 0.813 1.030
H 0.108 3.114 0.525 0.188 -0.070 1.109
H -3.814 -2.003 -1.043 -0.230 0.462 -0.090
H -2.270 -2.785 -0.696 -1.256 -0.416 0.202
H 2.788 2.160 0.049 -0.816 -0.569 0.785
```
Forces are in eV/Å.

Properties
Highest occupied orbital energy   -7.09 eV
LUMO level   -3.0 eV

---

Record 6
C6H16N2 as an isolated structure in a non-equilibrium geometry, computed with the ωB97M-V functional and the def2-TZVPD basis.

```
24
Properties=species:S:1:pos:R:3:forces:R:3
N 2.883 -0.115 -2.833 0.000 0.029 0.356
N -0.935 -0.713 0.541 -0.730 1.534 -0.422
C -2.922 0.512 1.544 1.140 0.000 -0.464
C -2.163 -0.304 0.487 -1.221 -1.401 -0.319
C 0.527 -0.048 -2.497 -0.783 -0.062 0.974
C 1.729 -0.393 -2.039 -0.046 -0.863 -1.329
C -2.026 1.001 2.673 -0.161 0.498 -0.026
C 1.963 -1.302 -0.869 0.829 1.883 0.560
H -3.693 -0.168 1.906 -0.265 0.135 -0.146
H 3.132 0.863 -2.846 -0.084 0.039 -0.125
H -1.225 0.290 2.852 -0.002 -0.093 0.226
H 3.684 -0.646 -2.523 0.096 0.070 0.075
H -2.615 1.185 3.575 0.166 -0.138 -0.035
H 0.336 0.456 -3.425 0.347 0.270 -0.291
H 1.079 -1.414 -0.253 -0.097 -0.728 -0.307
H -0.361 -0.291 -1.907 0.388 -0.027 -0.140
H -3.333 1.354 0.998 -0.722 0.091 0.071
H -1.562 1.961 2.409 -0.001 -0.230 0.024
H 2.567 -2.159 -1.137 -0.502 -0.655 -0.208
H 2.250 0.642 2.008 0.038 0.061 0.064
H -2.791 -0.590 -0.392 -0.308 -0.230 0.435
H -1.036 0.417 0.398 1.968 -0.133 0.805
H 2.667 -0.738 -0.242 0.027 -0.048 0.199
H 1.847 0.199 1.571 -0.075 -0.002 0.022
```
Forces are in eV/Å.

Properties
Highest occupied orbital energy   -8.14 eV
LUMO level   0.8 eV